Molecular formula: C35H36N9O4Ti
Method: DFT, ωB97M-V with the def2-TZVPD basis set

The geometry in XYZ format:
```
85
Properties=species:S:1:pos:R:3:forces:R:3
Ti 0.31599 -0.70764 0.59842 -0.2 -0.5 0.8
O -0.11699 -0.88509 2.32284 -0.5 0.0 1.3
C -1.17480 -0.87101 3.13426 -0.6 -0.1 1.0
C -1.01802 -0.86192 4.51668 0.2 0.1 -0.5
C -2.11082 -0.88928 5.37741 -0.2 0.0 0.4
C -3.40083 -0.93935 4.85261 0.1 0.1 -0.1
C -3.58888 -0.92940 3.48331 -0.1 0.0 0.3
C -2.49910 -0.87224 2.58353 0.3 -0.2 -0.9
C -2.69307 -0.78833 1.18318 -1.0 0.8 1.0
N -1.66708 -0.63958 0.29882 0.9 -0.1 -1.1
N -2.01993 -0.57941 -1.00390 0.2 -0.1 0.0
C -0.96702 -0.52221 -1.78413 -1.2 0.1 0.1
O 0.23657 -0.49027 -1.24978 0.0 0.1 -1.5
C -1.17744 -0.61399 -3.23210 0.2 0.0 -0.2
C -2.44845 -0.89970 -3.75852 0.1 0.0 0.0
C -2.62019 -1.11855 -5.11214 0.1 0.0 0.0
C -1.53436 -1.05429 -5.98179 0.0 0.0 0.0
C -0.28190 -0.73315 -5.47898 0.0 0.0 -0.1
C -0.10352 -0.51311 -4.12208 0.0 0.0 0.2
H -0.00692 -0.82442 4.90862 0.0 0.0 0.0
H -1.95793 -0.87281 6.44993 0.0 0.0 0.0
H -4.25482 -0.98370 5.51913 0.0 0.0 0.0
H -4.59183 -0.96049 3.06754 0.0 0.0 0.0
H -3.69671 -0.88660 0.77262 0.1 -0.2 0.0
H -3.27674 -0.98005 -3.06995 0.0 0.0 0.0
H -3.60457 -1.35708 -5.49797 0.0 0.0 0.0
H -1.65921 -1.27938 -7.03407 0.0 0.1 0.0
H 0.56192 -0.66249 -6.15532 0.0 0.0 0.0
H 0.87995 -0.28901 -3.72637 0.0 0.0 0.0
N -0.55301 1.93887 -0.08188 -0.1 0.7 0.2
C -0.30836 2.66623 1.15168 0.6 -0.1 -0.4
C -0.06404 4.17455 0.95106 -0.3 -0.1 0.1
C -1.22287 4.88140 0.23491 0.0 -0.2 0.4
C -2.41576 5.25078 1.13340 0.1 0.2 -0.3
N -2.99402 4.18306 1.96917 0.9 -0.5 -0.5
C -3.36565 2.99031 1.42038 -2.1 0.4 1.0
N -3.87799 2.97291 0.14436 0.2 -0.2 0.4
N -3.58249 1.94513 2.23323 1.2 0.6 -0.6
C 0.91414 2.02573 1.86242 -0.2 0.0 -0.1
O 1.31924 2.55456 2.89421 0.0 0.0 -0.1
O 1.40052 0.99593 1.28103 0.2 0.5 0.0
H 0.21899 2.08101 -0.72317 0.0 -0.1 -0.1
H -1.41434 2.21801 -0.53474 0.0 -0.2 -0.1
H -1.15266 2.50008 1.81260 0.0 -0.1 0.1
H 0.84398 4.27156 0.34895 0.0 0.1 0.0
H 0.13964 4.63462 1.92221 0.1 0.0 0.0
H -1.57952 4.24462 -0.57504 0.0 0.1 -0.1
H -0.86785 5.81102 -0.21705 -0.1 0.0 0.0
H -3.21130 5.66256 0.50838 0.0 0.1 0.1
H -2.11313 6.02717 1.83604 -0.1 0.0 0.0
H -2.40906 4.00998 2.77742 -0.2 0.1 0.2
H -4.52835 3.73086 -0.04210 0.4 0.0 -0.1
H -4.30453 2.07929 -0.06744 0.1 -0.1 -0.1
H -3.09837 2.01403 3.12333 -0.1 -0.1 0.1
H -3.34050 1.00447 1.81211 -0.1 -0.8 -0.4
C 0.09505 -2.97905 0.37218 0.3 0.1 -0.2
C 1.01850 -3.47392 -0.62740 0.0 -0.4 -0.1
C 0.73058 -3.40208 -2.00937 0.0 0.1 0.1
C 1.66646 -3.71533 -2.96597 0.1 -0.1 -0.1
C 2.93837 -4.17685 -2.59696 -0.3 0.0 0.3
C 3.21174 -4.36170 -1.23608 0.1 0.0 -0.1
C 2.27388 -4.03074 -0.28614 -0.2 0.1 0.0
C 3.90996 -4.49576 -3.58495 0.3 -0.1 -0.2
N 4.69751 -4.75932 -4.38622 -0.1 0.0 0.1
H 0.28061 -3.37873 1.36949 0.0 0.0 0.0
H -0.94829 -3.07561 0.07888 0.0 0.0 0.0
H -0.24903 -3.05827 -2.31498 0.0 0.1 0.0
H 1.42856 -3.60976 -4.01790 0.0 0.0 0.0
H 4.17322 -4.76902 -0.94629 0.0 0.0 0.0
H 2.49320 -4.18873 0.76328 0.1 0.0 0.0
N 4.17262 -1.04769 2.09593 0.0 -0.1 0.1
C 2.88672 -1.45961 1.98241 0.1 -0.1 -0.1
N 2.40420 -1.26404 0.78932 0.6 0.0 0.0
C 3.41784 -0.65690 0.06235 0.3 0.0 0.0
C 3.43602 -0.20809 -1.25491 0.0 0.0 0.0
C 4.59567 0.39544 -1.70268 -0.1 0.0 -0.1
C 5.71617 0.54167 -0.87664 0.1 0.0 0.1
C 5.71517 0.08635 0.42954 0.1 0.0 0.0
C 4.54596 -0.51066 0.87971 -0.2 0.0 -0.2
H 4.71434 -1.04458 2.93931 0.0 0.0 0.1
H 2.33776 -1.90516 2.79635 -0.1 0.1 0.0
H 2.55584 -0.31684 -1.87381 0.0 0.0 0.0
H 4.64172 0.76821 -2.71820 0.0 0.0 0.0
H 6.60067 1.03102 -1.26456 0.0 0.0 0.0
H 6.58296 0.20157 1.06705 0.0 0.0 0.0
```
Forces are in eV/Å.

The strongest force on any atom is 0.046 hartree/bohr. The molar mass comes out at 694.599 g mol⁻¹. For the energy above the lowest of the compared OMol25 structures with the same formula, charge and spin, the calculation gives 0.229 eV. The orbital gap (spin up / spin down) comes out at 3.525 / 3.425 eV. The total charge is -1.

Molecular formula: C35H37AsN2OSTc
Method: DFT, ωB97M-V with the def2-TZVPD basis set

The geometry in XYZ format:
```
78
Properties=species:S:1:pos:R:3:forces:R:3
Tc -0.72217 -0.19843 0.55558 0.0 0.6 -0.7
C 2.67484 -0.99638 -0.86311 0.0 0.0 0.0
C 1.95495 -1.84453 -0.03553 0.0 0.1 0.0
C 0.72017 -2.34800 -0.44894 0.0 -0.1 -0.1
C 0.22788 -2.00294 -1.70966 0.0 0.0 0.1
C 0.95216 -1.15030 -2.53440 0.0 0.0 0.0
C 2.17440 -0.64987 -2.11238 0.0 0.0 0.0
H 3.63541 -0.61485 -0.54214 0.0 0.0 0.0
H 2.35575 -2.13584 0.92498 0.0 0.0 0.0
H 0.20767 -3.09445 0.14563 0.0 0.1 0.0
H -0.69182 -2.45214 -2.06500 0.0 0.0 0.0
H 0.57293 -0.89514 -3.51577 0.0 0.0 0.0
H 2.74893 -0.00561 -2.76487 0.0 0.0 0.0
O 0.51211 -0.47488 2.04114 0.5 -0.5 0.8
N 0.79460 0.42779 2.98911 -0.2 0.5 0.2
C 1.70684 0.10169 3.93002 0.1 -0.2 0.0
C 2.00338 0.97507 4.93335 0.0 0.1 0.0
C 1.33718 2.20762 4.98140 -0.1 0.0 -0.1
C 0.40954 2.51512 4.01888 0.1 0.0 0.1
C 0.13235 1.61055 2.98367 0.0 -0.2 -0.1
S -0.98472 1.89675 1.72499 0.0 -0.3 -0.4
H 2.15122 -0.87547 3.81762 0.0 0.0 0.0
H 2.73805 0.70617 5.67677 0.0 0.0 0.0
H 1.55532 2.91114 5.77261 0.0 0.0 0.0
H -0.13438 3.44833 4.02660 0.0 0.0 0.0
C -4.71556 -5.64272 -4.51708 0.1 0.0 0.0
C -4.20411 -4.65637 -3.50628 0.0 0.0 0.0
C -4.31143 -4.88572 -2.14197 0.0 0.0 -0.1
C -3.87431 -3.95416 -1.21222 0.0 0.2 0.2
C -3.99734 -4.27176 0.25845 0.0 0.1 -0.1
C -3.34774 -2.72903 -1.65740 0.1 0.0 0.2
As -2.85475 -1.55510 -0.14716 -0.7 -0.2 0.0
N -2.09386 0.07264 -0.69539 -0.3 -0.2 0.1
C -2.57060 1.20319 -1.36576 -0.1 0.7 -0.4
C -3.91687 1.40740 -1.67093 0.2 -0.2 0.2
C -4.32856 2.56168 -2.31228 0.1 0.0 0.0
C -3.40031 3.52628 -2.67761 0.0 0.0 0.0
C -2.05818 3.33296 -2.38332 0.0 0.1 -0.1
C -1.64190 2.18653 -1.73342 0.0 -0.3 0.1
C -4.51837 -0.99338 0.77354 0.1 0.1 0.0
C -4.37286 -0.62706 2.12321 0.1 -0.1 0.0
C -3.19713 -0.98777 3.00316 -0.1 0.1 0.0
C -5.41302 0.03507 2.77185 -0.1 0.0 0.0
C -6.61872 0.29527 2.15048 0.1 0.0 0.0
C -7.72500 1.03984 2.83966 0.0 -0.1 0.0
C -6.79387 -0.19695 0.86150 0.0 0.0 0.0
C -5.78545 -0.84057 0.16265 0.1 0.0 -0.1
C -6.15508 -1.36610 -1.20301 0.0 0.0 0.1
C -3.17145 -2.50313 -3.02983 0.0 0.1 0.1
C -2.58502 -1.24244 -3.60711 -0.1 0.0 0.0
C -3.60398 -3.47549 -3.92345 0.0 0.0 0.1
H -5.24479 -6.46286 -4.03556 0.0 0.0 0.0
H -3.89454 -6.05837 -5.10331 0.0 0.0 0.0
H -5.39565 -5.14859 -5.21145 0.0 0.0 0.0
H -4.74590 -5.81560 -1.79269 0.0 0.0 0.0
H -4.40629 -5.26898 0.40338 0.0 0.0 0.0
H -4.65156 -3.55785 0.76613 0.0 -0.1 0.0
H -3.01898 -4.22875 0.74490 0.0 -0.1 0.1
H -4.63779 0.66549 -1.37657 -0.1 0.0 0.0
H -5.37911 2.70464 -2.52893 0.0 0.0 0.0
H -3.71915 4.42232 -3.19296 0.0 0.0 0.0
H -1.33114 4.08322 -2.66535 0.0 0.0 0.0
H -0.59299 2.02359 -1.51135 0.0 0.0 0.0
H -2.41830 -1.53559 2.48266 0.1 0.0 0.1
H -3.56043 -1.61796 3.81758 0.0 0.0 0.0
H -2.76351 -0.09403 3.45208 0.1 0.0 0.0
H -5.26477 0.33957 3.80259 0.0 0.0 0.0
H -7.36375 1.55113 3.73005 0.0 0.0 0.0
H -8.51518 0.34873 3.13946 0.0 0.0 0.0
H -8.16780 1.77566 2.16878 0.0 0.0 0.0
H -7.75778 -0.06874 0.38102 0.0 0.0 0.0
H -7.08435 -0.90679 -1.53720 0.0 0.0 0.0
H -6.31876 -2.44486 -1.15805 0.0 0.0 -0.1
H -5.39730 -1.18938 -1.95869 0.1 0.0 -0.1
H -1.78593 -0.83477 -2.99424 0.0 0.1 0.0
H -3.35395 -0.47480 -3.70707 0.0 0.1 0.0
H -2.18700 -1.43769 -4.60243 0.0 0.0 0.0
H -3.46863 -3.29510 -4.98448 0.0 0.0 0.0
```
Forces are in eV/Å.

The strongest force on any atom is 0.020 hartree/bohr. The molar mass comes out at 706.683 g mol⁻¹. For the energy above the lowest of the compared OMol25 structures with the same formula, charge and spin, the calculation gives 0.846 eV. Its multiplicity is 3. The orbital gap (spin up / spin down) comes out at 6.322 / 7.312 eV. The total charge is +1.

Molecular formula: C35H37BCl3N8NaO4S2
Method: DFT, ωB97M-V with the def2-TZVPD basis set

The geometry in XYZ format:
```
91
Properties=species:S:1:pos:R:3:forces:R:3
Na -0.49991 -0.75181 -0.56334 0.4 0.6 0.1
C 2.53302 2.25853 1.53456 0.1 0.0 0.0
C 1.82758 2.84703 0.35612 0.1 0.0 0.1
C 1.98337 4.12104 -0.22799 0.0 0.0 0.0
C 1.08649 4.13559 -1.27426 0.0 0.0 0.0
C 0.81571 5.23320 -2.25043 0.0 0.1 0.0
N 0.45128 2.94217 -1.28808 0.1 -0.1 0.0
N 0.91402 2.14913 -0.29116 -0.1 0.0 -0.1
B -0.58437 2.45012 -2.31516 -0.1 0.1 -0.1
N -0.02214 1.27606 -3.16276 0.1 0.0 0.3
N 0.36901 0.12458 -2.57211 0.0 0.0 -0.2
C 0.79211 -0.67456 -3.53427 0.0 -0.1 0.1
C 1.26668 -2.05553 -3.21325 0.1 -0.1 -0.1
C 0.69943 -0.03418 -4.78148 -0.1 0.0 0.0
C 0.16803 1.20774 -4.49521 0.0 0.1 0.0
C -0.16019 2.32911 -5.42591 0.0 0.0 -0.1
N -1.92783 2.07241 -1.63717 0.2 -0.2 0.0
N -1.98437 1.19591 -0.60481 0.0 0.0 0.0
C -3.26326 1.02701 -0.31805 0.0 -0.1 0.1
C -3.68803 0.12265 0.79433 -0.1 0.0 0.1
C -4.06586 1.79926 -1.17378 0.0 0.0 0.0
C -3.17121 2.44167 -2.00452 0.1 0.1 -0.1
C -3.45522 3.37924 -3.13147 -0.1 0.0 0.0
H 2.24323 2.74744 2.46845 0.0 0.0 0.0
H 3.61586 2.35324 1.43629 0.0 0.0 0.0
H 2.30105 1.19779 1.61450 0.0 0.0 0.0
H 2.64984 4.91526 0.06829 0.0 0.0 0.0
H 1.42808 6.09735 -1.98921 0.0 0.0 0.0
H -0.23128 5.53955 -2.24215 0.0 0.0 0.0
H 1.05506 4.94041 -3.27374 0.0 0.0 0.0
H -0.80978 3.35687 -3.07323 0.0 0.0 0.0
H 0.60150 -2.53714 -2.49459 -0.1 0.0 0.0
H 2.27529 -2.04279 -2.79265 0.0 0.0 0.0
H 1.27946 -2.67510 -4.11178 0.0 0.0 0.0
H 0.95428 -0.42453 -5.75284 0.0 0.0 0.0
H 0.03622 2.01335 -6.45143 0.0 0.0 0.0
H 0.43949 3.21725 -5.22069 0.0 0.0 0.0
H -1.20729 2.62400 -5.35511 0.0 0.0 0.0
H -3.10762 -0.80036 0.80743 0.0 0.0 0.0
H -4.74124 -0.14160 0.68739 0.0 0.0 0.0
H -3.55394 0.59889 1.76873 0.0 0.0 0.0
H -5.14140 1.86746 -1.19791 0.0 0.0 0.0
H -4.52669 3.58132 -3.16355 0.0 0.0 0.0
H -3.16278 2.95794 -4.09436 0.0 0.0 0.0
H -2.92731 4.32649 -3.01807 0.0 0.0 0.0
O 3.89165 -2.05148 6.14289 0.0 0.0 0.1
S 3.33093 -1.06400 5.25103 -0.1 0.0 -0.1
O 2.29366 -0.21772 5.78593 0.0 0.0 0.1
N 2.88768 -1.71891 3.83873 -0.1 -0.2 -0.1
C 3.63493 -1.31462 2.82780 0.0 0.1 0.1
S 3.47554 -1.76607 1.22428 0.1 0.0 0.0
C 4.69696 -0.32035 3.24606 -0.1 -0.1 -0.2
C 5.64500 0.31907 2.46667 0.0 0.0 0.0
C 6.51867 1.20286 3.08587 0.0 0.0 0.0
C 6.44659 1.44166 4.45825 0.0 0.0 0.0
C 5.49358 0.79797 5.23838 0.0 0.1 -0.1
C 4.63314 -0.07059 4.59654 0.2 0.1 0.2
H 5.67322 0.12023 1.40280 0.0 0.0 0.0
H 7.26430 1.72194 2.49571 0.0 0.0 0.0
H 7.13814 2.13655 4.91911 0.0 0.0 0.0
H 5.42286 0.97419 6.30321 0.0 0.0 0.0
C -1.10793 -0.22246 4.51649 0.0 0.0 0.0
C -0.81581 -1.50308 4.08379 0.0 0.0 0.0
C -0.33539 -1.67213 2.79469 0.2 -0.1 0.0
N -0.14682 -0.66607 1.94822 -0.2 0.2 -0.2
C -0.44728 0.56366 2.36530 0.0 0.0 0.1
C -0.92317 0.83293 3.64020 0.0 0.0 0.0
H -1.46286 -0.04824 5.52508 0.0 0.0 0.0
H -0.92528 -2.35981 4.73458 0.0 0.0 0.0
H -0.06698 -2.65275 2.42314 0.0 -0.1 0.0
H -0.30148 1.35270 1.63921 0.0 0.1 -0.1
H -1.13468 1.85388 3.93058 0.0 0.0 0.0
Cl 3.29122 -6.37302 -0.11189 -0.1 0.1 0.0
C 2.26826 -4.90135 -0.15158 0.1 0.1 0.1
Cl 0.58141 -5.23187 0.22691 0.0 -0.1 0.0
H 2.31899 -4.50341 -1.15850 0.0 0.0 0.0
H 2.65517 -4.19336 0.58022 0.0 -0.1 -0.1
Cl -7.41108 -5.78985 -0.60401 0.1 0.0 0.0
C -5.93830 -4.84294 -0.77254 -0.1 0.0 0.0
C -5.91867 -3.78202 -1.66069 0.0 0.0 0.0
C -4.74907 -3.04855 -1.79518 0.0 0.0 0.0
C -3.62256 -3.35761 -1.04233 -0.1 0.0 -0.1
C -3.67661 -4.41900 -0.14852 0.0 0.1 0.0
C -4.83124 -5.17680 -0.01325 0.0 0.0 0.0
C -2.35598 -2.52410 -1.19814 0.0 -0.2 0.1
O -2.28153 -1.78510 -2.19214 0.0 0.1 -0.1
O -1.50343 -2.65045 -0.27992 -0.2 -0.4 0.1
H -6.80326 -3.54183 -2.23526 0.0 0.0 0.0
H -4.68026 -2.22014 -2.48770 0.0 0.0 0.0
H -2.79719 -4.62763 0.44566 0.0 0.0 0.0
H -4.87941 -6.00978 0.67475 0.0 0.0 0.0
```
Forces are in eV/Å.

The strongest force on any atom is 0.014 hartree/bohr. The molar mass comes out at 838.028 g mol⁻¹. For the energy above the lowest of the compared OMol25 structures with the same formula, charge and spin, the calculation gives 0.035 eV. The orbital gap comes out at 6.913 eV. The total charge is -2.